Density functional theory data (ωB97M-V/def2-TZVPD) for an isolated molecule of C4H9NO.

Output
- Maximum force: 0.31 eV/A
- Energy above the lowest of the compared OMol25 structures with the same formula, charge and spin: 46.44 kcal per mole
- SMILES: CN1CC[C@H]1O
- Lowest unoccupied orbital energy: 1.1051 eV
- Total energy: -7830.30606 eV

Geometry as ORCA input:
```
! RIJCOSX wB97M-V def2-TZVPD def2/J DEFGRID3
* xyz 0 1
C -1.6043 -0.9445 -0.3485
N -0.6035 0.0912 -0.3468
C 0.6225 -0.0804 -1.1271
C 1.4479 0.4155 0.0778
C 0.1177 0.4034 0.8650
O -0.3374 1.6208 1.4056
H -1.1734 -1.9618 -0.2960
H -2.2154 -0.8861 -1.2563
H -2.2674 -0.8031 0.5104
H 0.8275 -1.1272 -1.3984
H 0.6587 0.5293 -2.0382
H 2.2054 -0.2854 0.4372
H 1.8883 1.4091 -0.0386
H 0.0607 -0.3939 1.6309
H 0.3728 2.0130 1.9230
*
```

Density functional theory data (ωB97M-V/def2-TZVPD) for a structure of composition C12H30Cs3N2O4S in a non-equilibrium geometry.

Output
- Maximum force: 1.07 eV/A
- Lowest unoccupied orbital energy: -3.0617 eV
- Total energy: -36577.06189 eV

Geometry as ORCA input:
```
! RIJCOSX wB97M-V def2-TZVPD def2/J DEFGRID3
* xyz 1 1
Cs 2.0170 1.5702 4.3277
Cs -1.2398 4.1277 -1.2080
Cs 4.4437 1.4282 0.5250
S 1.1964 1.7713 0.2377
O -0.2372 1.8115 -0.0970
O 1.4332 1.6875 1.7150
O 1.8424 0.5697 -0.3350
O 1.8715 3.0025 -0.2512
C -3.8268 -3.1761 3.6610
C -2.8328 -2.3965 4.5016
N -2.9539 -0.9265 4.4756
C -2.5473 -0.3786 3.1884
C -2.0535 1.0508 3.2964
C -4.2788 -0.4370 4.8326
C -4.8103 -0.9855 6.1438
H -3.9306 -4.2035 4.0067
H -3.5529 -3.1754 2.6045
H -4.8259 -2.7344 3.6992
H -2.8614 -2.7146 5.5430
H -1.8226 -2.6176 4.1468
H -1.7513 -1.0018 2.7743
H -3.3729 -0.4323 2.4592
H -1.5103 1.3562 2.4010
H -2.8571 1.7526 3.5219
H -1.3760 1.1020 4.1572
H -5.0205 -0.5652 4.0264
H -4.2069 0.6489 4.9667
H -5.8028 -0.5598 6.3082
H -4.1497 -0.7169 6.9652
H -4.9604 -2.0651 6.1209
C 3.3335 2.4296 -3.0048
C 3.8748 1.4851 -4.0633
N 2.8081 0.7642 -4.7310
C 2.1049 -0.1533 -3.8673
C 2.8875 -1.3616 -3.3250
C 3.2157 0.2260 -6.0213
C 2.0863 -0.4894 -6.7525
H 2.3352 2.7950 -3.2327
H 4.0023 3.2622 -2.7801
H 3.1970 1.8676 -2.0739
H 4.3918 2.0528 -4.8421
H 4.6135 0.8083 -3.6049
H 1.6742 0.4105 -3.0361
H 1.2300 -0.5500 -4.3853
H 3.9065 -1.1027 -3.0358
H 2.3731 -1.7689 -2.4560
H 2.9443 -2.1303 -4.0981
H 4.0790 -0.4547 -5.9135
H 3.5419 1.0725 -6.6293
H 1.1602 0.0774 -6.6330
H 1.9294 -1.5094 -6.4057
H 2.2883 -0.5230 -7.8235
*
```

Density functional theory data (ωB97M-V/def2-TZVPD) for a structure of composition H41O20 in a non-equilibrium geometry.

Output
- Maximum force: 3.74 eV/A
- Energy above the lowest of the compared OMol25 structures with the same formula, charge and spin: 75.44 kcal per mole
- Lowest unoccupied orbital energy: -2.5407 eV
- Total energy: -41608.55121 eV

Geometry as ORCA input:
```
! RIJCOSX wB97M-V def2-TZVPD def2/J DEFGRID3
* xyz 1 1
O 1.1136 -4.5472 -1.2114
H 0.8385 -4.4188 -0.2395
O 1.2964 -0.7299 -2.7378
H 0.8698 0.1059 -2.4317
H 1.6321 -0.5737 -3.6316
O 2.5257 4.5967 -2.6916
H 3.0781 4.7072 -1.9045
H 2.2466 5.3753 -3.1333
O 0.1682 1.1106 -4.3290
H 0.0904 1.9261 -3.7840
H 0.7837 1.5322 -4.9515
O 3.8649 5.3620 1.7998
H -2.3906 -4.4209 -0.6242
H 4.5566 4.7809 1.5151
O -1.6539 -4.5556 -0.0125
H -2.3381 -1.4566 -2.1392
H -1.6970 -3.6823 0.3923
O -2.9391 -2.1783 -1.9185
H -3.4583 -1.9585 -1.1836
H 0.0737 -1.9727 -2.3610
O -4.2958 0.8195 2.5579
H -3.5256 1.3787 2.5594
H -4.0420 -0.0902 2.7740
O -2.2056 -0.1548 -0.5560
H -1.5020 -0.2096 0.0833
H 3.7661 5.2032 2.7242
O -0.6971 4.5566 -2.4442
H -0.2182 5.1332 -3.0000
H -1.4493 5.1883 -2.3932
O 0.8177 4.2622 0.0468
H 1.0422 5.1680 -0.1546
H 1.0503 3.9507 -0.8398
O 1.0203 1.5206 5.2926
H 1.6746 2.1764 5.5467
H 1.5452 0.7085 5.2388
O 1.3023 -3.9364 1.3845
H 1.3956 -3.0566 1.8020
H 2.1577 -4.3353 1.4450
O -1.6120 0.7882 4.1204
H -2.0598 1.5558 4.4521
H -0.7249 0.7581 4.5472
O 1.1353 1.8890 -1.2590
H 2.0556 1.8631 -1.0304
H 0.6357 2.4892 -0.6922
O -1.7443 -2.1395 4.0145
H -1.5605 -1.1940 4.1129
H -2.1582 -2.3672 4.8661
O -3.2027 -2.3790 1.0922
H -2.4010 -1.8909 1.2862
H -3.2792 -2.8663 1.9478
O 0.2462 -2.8849 -2.7200
H 0.5280 -3.7046 -1.7687
H 0.9978 -2.7453 -3.2885
O 1.0514 -2.2134 3.5117
H 1.6321 -2.0492 4.2026
H 0.0931 -2.4021 3.7723
O 3.2023 0.3328 -4.3151
H 3.4287 0.9368 -3.5958
H 4.1001 0.2493 -4.6786
H 0.2671 -5.0514 -1.3055
H -2.1368 0.8086 -0.6831
*
```

Density functional theory data (ωB97M-V/def2-TZVPD) for a cluster of 6 separate species, C5H24N2O5S in total in a non-equilibrium geometry.

Output
- Maximum force: 4.37 eV/A
- Energy above the lowest of the compared OMol25 structures with the same formula, charge and spin: 74.30 kcal per mole
- SMILES: C[C@@H](N)CNCCS.O.O.O.O.O
- Lowest unoccupied orbital energy: 0.1656 eV
- Total energy: -29625.05084 eV

Geometry as ORCA input:
```
! RIJCOSX wB97M-V def2-TZVPD def2/J DEFGRID3
* xyz 0 1
C 1.4415 -0.3265 -2.0360
C -0.0835 -0.2585 -1.6867
N -0.6776 -1.0549 -2.8118
C -0.5230 -0.6019 -0.2489
N -1.3059 0.4982 0.3747
C -1.5097 0.1371 1.7890
C -0.5944 1.0958 2.7699
S -1.6438 2.6079 2.9553
H 1.9621 -1.0802 -1.4474
H 1.8795 0.6486 -2.0057
H 1.6076 -0.7535 -3.0590
H -0.3569 0.8415 -1.8950
H -1.7060 -1.2615 -2.6042
H -0.6023 -0.4206 -3.5752
H -1.1410 -1.4855 -0.4746
H 0.3457 -0.8379 0.3543
H -0.6927 1.3277 0.2899
H -1.1395 -0.8938 1.9737
H -2.4933 0.3086 2.3182
H -0.3934 0.4854 3.6582
H 0.2580 1.3180 2.1072
H -2.5513 2.6524 1.9766
O 0.1965 2.9077 -0.3248
H 0.1250 3.7495 0.1215
H 1.0514 2.4413 -0.2006
O 2.1584 0.9513 2.5760
H 2.7760 0.8022 1.8541
H 2.7305 0.5689 3.2633
O -3.6914 -0.3825 -1.2228
H -3.1322 0.3590 -0.9600
H -3.6995 -0.9935 -0.4900
O 1.0024 -3.4262 -1.7844
H 0.9353 -2.6413 -1.2495
H 0.6370 -3.3334 -2.6605
O 2.9287 -1.0284 0.9669
H 2.5376 -1.8446 1.2712
H 3.3644 -1.0764 0.1169
*
```

Density functional theory data (ωB97M-V/def2-TZVPD) for a cluster of 4 separate species, C3H16N2O3 in total in a non-equilibrium geometry.

Output
- Maximum force: 1.89 eV/A
- Energy above the lowest of the compared OMol25 structures with the same formula, charge and spin: 31.89 kcal per mole
- SMILES: CCNCN.O.O.O
- Lowest unoccupied orbital energy: 0.4436 eV
- Total energy: -12492.34481 eV

Geometry as ORCA input:
```
! RIJCOSX wB97M-V def2-TZVPD def2/J DEFGRID3
* xyz 0 1
C -0.1617 0.1387 2.2114
C -0.4739 1.0150 1.0261
N -0.6256 0.1268 -0.1195
C -1.2046 0.7839 -1.3015
N -2.0806 1.9299 -1.1847
H 0.0235 0.8430 3.0286
H 0.6115 -0.6190 2.0856
H -0.9611 -0.5135 2.5861
H -1.2771 1.7080 1.2898
H 0.3860 1.6373 0.8186
H -1.2042 -0.6907 0.0254
H -1.6929 0.0423 -1.9330
H -0.4086 1.1658 -1.9528
H -3.0429 1.7578 -0.9266
H -1.7540 2.6909 -0.6089
O 6.0324 -1.5687 -1.7775
H 5.2681 -2.1658 -1.7017
H 5.7234 -0.8561 -2.3385
O -4.5958 0.4435 2.9202
H -4.0536 0.9334 2.2918
H -5.4746 0.8191 2.7991
O 3.9097 -3.0134 -2.6239
H 2.9711 -2.8210 -2.5360
H 4.0857 -3.7873 -2.0782
*
```

Density functional theory data (ωB97M-V/def2-TZVPD) for a structure of composition C4H4InLiO2 in a non-equilibrium geometry.

Output
- Maximum force: 6.63 eV/A
- Lowest unoccupied orbital energy (alpha / beta): -10.6595 / -11.8926 eV
- Total energy: -13661.82550 eV

Geometry as ORCA input:
```
! RIJCOSX wB97M-V def2-TZVPD def2/J DEFGRID3
* xyz 2 1
H -3.6194 0.5888 0.7132
C 0.4966 -0.8021 0.5262
C -0.3568 -1.9239 0.0009
C -1.0192 -0.6427 0.3441
C -1.8789 0.3100 0.2066
O -1.9210 1.5510 -0.0079
O 1.3308 -0.1019 -0.2673
H 0.7887 -0.8903 1.5814
H -0.5369 -2.7774 0.6598
H -0.2669 -2.1584 -1.0634
In 0.9432 1.5460 -0.8137
Li -3.4954 2.5721 0.2420
*
```